[1]
Computed, not measured: a molecular structure, C13H18N5O4S2Ti, with the ωB97M-V functional and the def2-TZVPD basis.

```
! RIJCOSX wB97M-V def2-TZVPD def2/J DEFGRID3
* xyz -2 2
Ti 0.46628 -0.03870 1.28140
N 0.91055 0.68638 -0.81917
C 2.31772 0.53346 -1.20842
C 3.21665 0.46540 0.02036
O 4.43840 0.64159 -0.10915
N 2.54261 0.21667 1.13715
C 3.30082 0.17873 2.36838
C 2.35394 0.07722 3.56499
O 2.82107 0.05199 4.70549
O 1.10652 0.05283 3.26313
H 0.28723 0.23899 -1.47586
H 0.65037 1.66458 -0.72355
H 2.66434 1.35042 -1.84681
H 2.42566 -0.41050 -1.74069
H 3.88830 1.09578 2.49271
H 4.01835 -0.64814 2.39084
O -1.54110 0.17927 1.15440
N -2.20568 1.28822 0.72354
C -3.57240 1.13160 0.50104
C -4.33508 2.22734 0.20018
C -3.77347 3.50859 0.18253
C -2.40221 3.63662 0.57644
C -1.63327 2.53934 0.87840
S 0.01910 2.55793 1.42192
H -3.92703 0.11470 0.55043
H -5.38758 2.07365 -0.01250
H -4.37382 4.38069 -0.03954
H -1.93021 4.60610 0.65828
S 0.42755 -2.35438 1.84261
C 0.18863 -1.88240 0.16501
N 1.23257 -2.30365 -0.77834
C 0.73157 -3.06418 -1.91079
C -0.20684 -2.12652 -2.65508
C -1.39546 -1.77882 -1.75122
N -1.13338 -2.18639 -0.37206
H 1.91989 -2.81199 -0.23934
H 0.20804 -3.99477 -1.63889
H 1.57749 -3.33287 -2.55157
H -0.55560 -2.55178 -3.60079
H 0.37892 -1.23923 -2.90834
H -2.26812 -2.34788 -2.09028
H -1.66677 -0.71606 -1.84978
H -1.78454 -1.70980 0.24295
*
```

The lowest unoccupied orbital energy (alpha / beta) is 0.17998 / 0.17977 Eh. Its energy above the lowest of the compared OMol25 structures with the same formula, charge and spin is 41.42 kcal per mole. As for the expectation value of S²: 0.765. For the orbital gap (alpha / beta), the calculation gives 4.068 / 5.775 eV. Its HOMO energy (alpha / beta) is 0.0305 / -0.0324 hartree. Its total energy is -2726.8903 Ha.

=====

[2]
Computed, not measured: a molecular structure, C40H38ClN2P2Pr, with the ωB97M-V functional and the def2-TZVPD basis.

```
! RIJCOSX wB97M-V def2-TZVPD def2/J DEFGRID3
* xyz 2 3
Pr -1.16589 0.29278 1.05256
Cl -3.45731 -0.46230 1.96583
P -1.34339 0.41785 -2.23367
P 1.36243 -1.56277 1.60802
C -2.01318 2.12165 -2.11150
C -2.83612 -0.56319 -2.66982
C -0.38040 0.45960 -3.81499
C 3.18174 -1.56440 1.30166
C 1.22651 -0.80721 3.29345
C 0.93224 -3.31811 1.89128
C -1.57345 3.18460 -2.92081
C -1.97974 4.49561 -2.65314
C -2.81046 4.75681 -1.56034
C -3.24845 3.70547 -0.74195
C -2.84831 2.39762 -1.01285
H -0.88070 3.00020 -3.75166
H -1.63424 5.31954 -3.29492
H -3.11415 5.77871 -1.33727
H -3.89115 3.91070 0.11884
H -3.22899 1.58173 -0.36239
C 0.90051 1.06280 -3.81315
C 1.70890 1.04429 -4.95922
C 1.26219 0.40534 -6.11901
C 0.00203 -0.19668 -6.13676
C -0.80414 -0.18141 -4.99236
H 1.28588 1.51381 -2.89480
H 2.70356 1.50039 -4.93457
H 1.90257 0.35854 -6.99602
H -0.34770 -0.70885 -7.03619
H -1.76323 -0.70277 -5.00315
C -3.99355 0.02753 -3.20236
C -5.15533 -0.73226 -3.40573
C -5.16518 -2.09290 -3.07257
C -4.01143 -2.69430 -2.55293
C -2.85862 -1.93481 -2.34954
H -4.00581 1.09802 -3.43448
H -6.04903 -0.24780 -3.82395
H -6.07427 -2.67331 -3.21209
H -4.02726 -3.75398 -2.29635
H -1.96680 -2.39382 -1.92813
C 0.14577 -1.15073 4.13035
C -0.06980 -0.45976 5.32582
C 0.74075 0.62446 5.66797
C 1.77267 1.01696 4.81018
C 2.00965 0.31103 3.63292
H -0.57714 -1.92334 3.82147
H -0.89413 -0.76014 5.98258
H 0.56002 1.16826 6.59134
H 2.38371 1.89124 5.05709
H 2.78046 0.66975 2.94069
C 3.75112 -0.58502 0.44954
C 5.12710 -0.57193 0.16481
C 5.97272 -1.52674 0.74060
C 5.43108 -2.48533 1.59993
C 4.05405 -2.51319 1.85560
H 3.10940 0.15792 -0.02403
H 5.54729 0.16815 -0.52180
H 7.04090 -1.53111 0.50888
H 6.08569 -3.23657 2.05525
H 3.65427 -3.30497 2.49085
C 1.29337 -4.02312 3.04767
C 0.86523 -5.34043 3.26086
C 0.01764 -5.96443 2.34451
C -0.36402 -5.27607 1.18123
C 0.10405 -3.97224 0.95018
H 1.89009 -3.54217 3.82503
H 1.19718 -5.87340 4.16113
H -0.34758 -6.97847 2.52944
H -1.03378 -5.76285 0.46725
H -0.21048 -3.44238 0.05283
H 1.90333 -1.18430 -2.01877
H 1.46772 -1.78288 -2.00914
C -0.35663 4.46414 3.51795
N -0.01076 3.82951 2.25355
C 0.67468 4.37010 1.15061
C 0.72263 3.38117 0.20446
N 0.08719 2.25628 0.72651
C -0.35029 2.58871 1.95029
H 0.55633 4.82385 4.01854
H -1.04189 5.30706 3.33507
H -0.84366 3.72680 4.15347
H 1.07464 5.36243 1.11788
H 1.14420 3.28916 -0.78738
H -0.90505 1.94183 2.68382
*
```

The lowest unoccupied orbital energy (alpha / beta) is -0.25584 / -0.21469 Eh. Its energy above the lowest of the compared OMol25 structures with the same formula, charge and spin is 0.00 kcal per mole. As for the expectation value of S²: 2.004. For the orbital gap (alpha / beta), the calculation gives 6.554 / 7.672 eV. Its HOMO energy (alpha / beta) is -0.4967 / -0.4966 hartree. Its total energy is -3316.0124 Ha.

=====

For the records above, the corresponding largest force on an atom values read 0.6, 2.5 eV Å⁻¹.